1.
ORCA calculation (the ωB97M-V functional and the def2-TZVPD basis) on an isolated ion of composition C4H8N4O and charge +2 in a non-equilibrium geometry.

CARTESIAN COORDINATES (ANGSTROEM)
N1 -0.29 -2.51 -1.85
N2 0.75 0.66 -0.33
N3 -1.52 -3.66 1.41
H1 1.66 0.22 -0.52
H2 -1.30 0.48 -0.98
C1 -0.33 0.00 -1.10
N4 -0.77 -3.13 -0.82
H3 0.57 0.58 0.69
H4 -0.97 -4.33 1.96
H5 -2.49 -3.53 1.72
H6 1.67 2.56 -0.09
O1 0.08 -0.20 -2.48
C2 -1.12 -3.22 0.30
C3 0.87 2.11 -0.68
C4 -0.15 -1.27 -1.81
H7 -0.06 2.63 -0.47
H8 1.11 2.21 -1.74

The HOMO-LUMO gap is 10.364 eV. As for the net charge: +2. Its LUMO energy is -8.49 eV. Its multiplicity is 1. The max |F| is 2.88 eV Å⁻¹. For the HOMO energy, the calculation gives -0.69305 Ha.


2.
ORCA calculation (the ωB97M-V functional and the def2-TZVPD basis) on a 2-piece molecular cluster, C4H8N4P overall in a non-equilibrium geometry.

CARTESIAN COORDINATES (ANGSTROEM)
C1 0.92 -1.23 0.11
H1 -1.25 2.54 2.26
H2 0.67 -1.19 1.19
P1 -2.24 0.64 2.61
H3 1.88 -3.06 -0.28
H4 -1.81 0.22 4.01
C2 1.66 -1.48 -2.00
H5 -0.77 2.61 -1.18
N1 -1.59 1.71 1.79
C3 1.55 -2.13 -0.71
N2 -0.37 1.72 -1.31
H6 0.27 1.59 -2.19
C4 -0.32 0.81 -0.37
N3 1.16 -0.28 -1.95
H7 2.17 -1.78 -2.93
H8 -2.48 -0.51 1.71
N4 0.55 -0.18 -0.77

The HOMO-LUMO gap (spin up / spin down) is 6.616 / 5.546 eV. As for the net charge: +1. Its LUMO energy (spin up / spin down) is -6.38 / -6.88 eV. Its multiplicity is 1. The max |F| is 4.21 eV Å⁻¹. For the HOMO energy (spin up / spin down), the calculation gives -0.47752 / -0.45672 Ha.